# 1
C12H9AgN5SSe | ωB97M-V/def2-TZVPD

Structure (XYZ):
```
29
Properties=species:S:1:pos:R:3:lowdin_charge:R:1
Ag 0.54 -0.43 0.51 0.77
Se -1.46 -2.87 3.07 1.21
S 4.23 0.41 -2.26 1.13
N -0.65 -1.53 2.24 -0.31
N 0.08 0.60 2.75 0.06
N 2.15 1.88 -1.42 0.11
N -1.56 -2.03 4.61 -0.21
N 2.23 -0.39 -0.83 -0.05
C 5.13 -2.26 -2.01 -0.07
C -0.51 -0.57 3.13 -0.50
C -1.01 -0.84 4.44 -0.38
C 2.72 0.66 -1.44 -0.69
C 2.82 -2.78 -0.49 -0.04
C 3.06 -1.51 -1.00 -0.32
C -0.27 1.33 5.03 -0.02
C -0.87 0.18 5.43 0.03
C 4.20 -1.26 -1.75 -0.46
C 4.89 -3.52 -1.50 -0.07
C 0.19 1.50 3.68 -0.09
C 3.75 -3.77 -0.74 -0.07
H 1.19 1.95 -1.13 0.09
H 0.65 2.44 3.40 0.12
H 1.93 -2.97 0.09 0.09
H -0.13 2.15 5.73 0.12
H 2.49 2.60 -2.04 0.10
H 6.02 -2.05 -2.60 0.12
H -1.22 0.03 6.43 0.13
H 5.60 -4.31 -1.69 0.11
H 3.58 -4.77 -0.36 0.11
```

The energy above the lowest of the compared OMol25 structures with the same formula, charge and spin is 0.085 eV. Its multiplicity is 1. The net charge is +1. The calculation puts the HOMO-LUMO gap at 6.98 eV.

# 2
C7H28O7 | ωB97M-V/def2-TZVPD

Structure (XYZ):
```
42
Properties=species:S:1:pos:R:3:lowdin_charge:R:1
O -0.52 2.23 1.64 -0.16
O -2.21 -0.04 -2.93 -0.11
O 2.78 -3.79 1.10 -0.09
O -2.68 3.74 -1.09 -0.11
O 0.15 0.42 -0.40 -0.14
O -0.66 -2.13 -1.12 -0.12
O -0.99 -1.45 3.73 -0.07
C -2.13 -1.20 -3.66 -0.19
C -1.03 -0.25 3.04 -0.19
C 0.58 3.09 1.88 -0.12
C 1.40 0.76 -0.99 -0.09
C 3.47 -2.92 0.23 -0.17
C -1.39 3.19 -1.34 -0.14
C 0.11 -2.50 0.03 -0.14
H 1.40 2.85 1.30 0.05
H 0.41 4.18 1.72 0.11
H -1.12 -0.26 1.97 0.06
H 2.90 -4.63 0.74 0.04
H 3.29 -1.92 0.56 0.06
H 1.54 1.81 -0.91 0.07
H -1.15 2.79 -2.34 0.09
H -0.17 0.23 3.27 0.05
H 4.54 -3.10 0.17 0.08
H 1.10 -2.10 0.06 0.03
H 0.14 -3.61 0.26 0.10
H -0.57 -1.18 -1.19 0.01
H -1.08 -1.53 -3.64 0.08
H -0.10 0.92 0.38 0.02
H -1.18 2.42 2.34 0.11
H -2.74 4.19 -0.26 0.05
H 2.21 0.22 -0.66 0.04
H -1.90 0.29 3.33 0.08
H -0.33 -2.09 0.96 0.06
H 1.40 0.39 -2.02 0.10
H 0.96 2.77 2.81 0.07
H -2.13 -0.29 -2.01 0.06
H 3.07 -2.99 -0.78 0.08
H -2.86 -1.93 -3.21 0.11
H -0.64 3.88 -1.00 0.07
H -2.31 -0.96 -4.64 0.05
H -0.20 -1.82 3.34 0.07
H -1.36 2.36 -0.68 0.03
```

The energy above the lowest of the compared OMol25 structures with the same formula, charge and spin is 5.226 eV. Its multiplicity is 1. The net charge is 0. The calculation puts the HOMO-LUMO gap at 9.94 eV.

# 3
C3H42GaO16 | ωB97M-V/def2-TZVPD

Structure (XYZ):
```
62
Properties=species:S:1:pos:R:3:lowdin_charge:R:1
Ga -3.05 -0.62 -1.24 0.21
O 4.96 -2.00 4.79 -0.05
O -2.72 3.84 3.62 -0.06
O -4.06 -2.03 -4.76 -0.10
O 4.86 1.24 -3.36 -0.05
O 1.19 -0.60 2.64 -0.05
O -5.64 3.29 4.95 -0.04
O 0.36 -2.96 1.22 -0.07
O 4.76 -3.50 -4.15 -0.07
O 7.83 0.55 -3.60 -0.04
O -4.89 4.99 1.57 -0.06
O 1.93 0.54 -6.36 -0.05
O 2.82 -3.37 3.09 -0.06
O -7.64 3.07 2.52 -0.07
O 2.90 -0.92 -3.88 -0.06
O 1.80 -3.20 5.43 -0.06
O -5.07 2.03 1.20 -0.08
C -0.12 -0.06 -1.87 -0.37
C -1.35 0.58 -1.13 -0.38
C 1.02 -0.55 -0.92 -0.14
H 1.29 -3.16 1.37 0.01
H 1.22 0.13 -0.07 0.04
H -5.58 2.35 4.74 0.06
H -7.41 3.35 3.41 0.00
H 0.33 0.75 -2.50 0.08
H 5.79 1.04 -3.21 0.01
H -3.48 -2.69 -4.38 0.02
H 2.51 -0.21 -6.53 0.04
H -0.37 -0.89 -2.55 0.07
H -5.05 5.00 2.52 0.02
H 1.46 -2.58 4.78 0.04
H 1.96 -0.55 -1.54 0.04
H 0.17 -2.27 1.86 0.00
H -4.00 -0.15 -2.46 -0.15
H 0.43 -0.09 2.33 0.05
H 3.65 -0.31 -3.96 0.00
H 3.11 -2.49 3.33 0.01
H -3.86 -0.41 0.14 -0.16
H 1.01 -3.48 5.92 0.05
H -5.75 3.31 5.91 0.05
H -4.80 4.05 1.36 0.00
H 2.18 1.19 -7.02 0.03
H -3.51 3.56 4.10 -0.01
H 1.93 0.01 2.55 0.05
H -1.53 1.60 -1.52 0.02
H 4.05 -2.02 5.11 0.01
H -1.11 0.67 -0.04 0.00
H 8.40 -0.20 -3.78 0.05
H -3.05 4.47 2.97 0.01
H 8.08 1.20 -4.27 0.05
H 0.89 -1.60 -0.57 0.05
H 3.02 -3.89 3.87 0.02
H -2.54 -2.12 -1.49 -0.13
H 2.14 -0.41 -4.19 0.02
H 5.58 -3.47 -3.65 0.02
H -5.62 1.54 0.58 0.05
H -6.78 2.91 2.11 -0.02
H 5.43 -2.57 5.40 0.04
H 4.67 1.94 -2.73 0.05
H 4.30 -2.68 -3.90 0.00
H -4.62 -2.52 -5.37 0.02
H -4.48 1.36 1.56 0.02
```

Its multiplicity is 1. The net charge is -1. The calculation puts the HOMO-LUMO gap at 5.77 eV.

# 4
C2H4Br2ClO2PS | ωB97M-V/def2-TZVPD

Structure (XYZ):
```
13
Properties=species:S:1:pos:R:3:lowdin_charge:R:1
Br 2.97 -2.98 -0.38 0.75
Br -2.31 0.24 2.09 0.62
Cl -1.64 1.11 -1.43 0.38
S -0.26 -1.40 0.28 0.33
P -0.03 0.54 -0.35 -0.18
O -0.11 1.51 0.95 -0.37
O 1.22 0.79 -1.07 -0.39
C -1.29 1.83 1.58 -0.68
C 1.67 -2.25 -1.42 -0.56
H -1.06 2.37 2.50 0.08
H 1.82 -1.24 -1.77 -0.03
H 0.99 -2.93 -1.91 0.00
H -1.96 2.41 0.94 0.05
```

Its multiplicity is 1. The net charge is 0. The calculation puts the HOMO-LUMO gap (spin up / spin down) at 7.24 / 7.16 eV.

# 5
C33H62BClF3N3O8P | ωB97M-V/def2-TZVPD

Structure (XYZ):
```
112
Properties=species:S:1:pos:R:3:lowdin_charge:R:1
Cl -0.24 2.38 -5.14 0.29
P 1.53 1.37 -4.69 0.69
F 0.77 -1.37 -2.86 0.15
F -0.49 -1.12 -1.13 0.17
F -1.33 -0.91 -3.11 0.17
O 1.37 2.66 -2.23 0.06
O 2.56 2.63 -4.78 -0.33
O -0.01 1.40 -1.03 0.10
O -6.54 -0.31 -0.44 -0.02
O -3.32 -1.92 8.24 -0.02
O 2.67 0.53 -0.74 0.18
O 0.16 3.61 -0.59 0.20
O 6.82 0.37 -5.61 -0.04
N -4.32 -1.14 8.48 -0.10
N -5.74 0.14 0.47 -0.10
N 7.99 0.21 -6.13 -0.09
C -4.45 -1.88 1.08 -0.13
C -5.33 -1.17 7.38 -0.49
C -4.86 -0.27 6.23 -0.14
C 1.42 1.32 -2.83 -0.40
C 9.99 -1.31 -6.12 -0.03
C -4.48 1.13 6.69 -0.17
C -6.72 -0.73 7.86 -0.03
C 7.43 2.29 -7.31 -0.04
C -4.39 -0.51 0.40 -0.49
C -5.05 -1.83 2.48 -0.17
C -5.01 0.88 9.81 -0.03
C 0.47 2.66 -1.21 -0.54
C -2.71 -0.01 9.95 -0.05
C -6.40 0.24 1.80 -0.48
C -5.47 -2.61 6.89 -0.04
C -3.30 0.35 1.05 -0.02
C -5.69 1.26 2.71 -0.03
C -3.89 0.20 9.00 -0.49
C -4.00 -0.67 -1.06 -0.04
C -6.42 -1.15 2.47 -0.13
C 8.45 -1.21 -6.06 -0.48
C 7.81 -2.00 -7.21 -0.13
C 3.85 -0.04 -2.94 -0.15
C -0.26 -0.66 -2.36 -0.56
C -7.83 0.72 1.60 -0.04
C 7.97 -1.34 -8.57 -0.17
C 8.01 -1.80 -4.72 -0.04
C 4.81 1.13 -3.32 -0.09
C 8.13 0.94 -7.43 -0.49
C -3.45 1.08 7.83 -0.13
C 0.05 0.84 -2.35 -0.19
C 9.60 1.23 -7.77 -0.03
C 7.48 0.11 -8.54 -0.13
B 2.67 0.56 -2.12 -0.47
H -4.01 0.30 -1.57 0.10
H -6.80 0.33 8.08 0.06
H -4.05 1.69 5.85 0.11
H 8.39 -2.82 -4.65 0.09
H -6.80 -1.04 3.49 0.11
H -8.30 0.84 2.58 0.09
H -6.26 -2.65 6.14 0.08
H -3.44 -2.30 1.11 0.13
H 4.82 1.30 -4.40 0.05
H -4.37 -1.33 3.17 0.09
H -4.58 1.48 10.61 0.08
H -5.67 0.15 10.27 0.09
H -6.42 1.74 3.37 0.08
H 6.75 -2.12 -7.00 0.12
H -2.43 0.96 10.37 0.09
H -5.17 -2.85 2.86 0.11
H -4.95 0.80 3.36 0.05
H -3.99 -0.73 5.75 0.12
H -2.99 -0.67 10.77 0.09
H 5.82 0.90 -2.98 0.07
H -0.76 1.34 -2.90 0.12
H -5.05 -2.56 0.46 0.13
H -8.42 0.01 1.02 0.08
H 7.68 0.60 -9.50 0.12
H -4.55 -2.98 6.44 0.08
H -1.85 -0.43 9.44 0.08
H 10.17 0.35 -8.04 0.06
H 6.36 2.18 -7.16 0.08
H 8.25 -3.00 -7.22 0.13
H 4.51 2.07 -2.85 0.08
H -7.13 -1.78 1.93 0.13
H -2.32 -0.06 0.82 0.08
H 6.40 0.11 -8.40 0.12
H 2.56 -0.34 -0.35 0.13
H 4.38 -0.77 -2.32 0.10
H -3.26 2.09 8.20 0.13
H -4.66 -1.34 -1.60 0.08
H 10.33 -2.16 -5.53 0.08
H -7.85 1.68 1.09 0.09
H 6.93 -1.82 -4.63 0.08
H -7.01 -1.29 8.75 0.09
H -2.51 0.70 7.43 0.13
H 2.31 3.21 -5.52 0.06
H 10.10 1.72 -6.92 0.09
H 8.42 -1.22 -3.89 0.09
H 3.51 -0.56 -3.84 0.09
H 9.64 1.91 -8.62 0.09
H 9.02 -1.38 -8.90 0.10
H -7.45 -0.95 7.08 0.09
H -2.99 -1.07 -1.12 0.06
H 7.83 2.86 -6.47 0.09
H 10.37 -1.47 -7.13 0.07
H 7.59 2.85 -8.22 0.09
H 7.40 -1.90 -9.31 0.11
H -5.22 2.05 2.13 0.09
H -3.37 0.41 2.13 0.06
H -5.62 1.56 9.21 0.07
H 10.46 -0.42 -5.71 0.09
H -5.74 -3.27 7.71 0.09
H -5.65 -0.22 5.48 0.10
H -3.33 1.37 0.66 0.10
H -5.37 1.69 7.00 0.10
```

As for the expectation value of S²: 3.76. Its multiplicity is 4. The net charge is 0. The calculation puts the HOMO-LUMO gap (spin up / spin down) at 8.45 / 9.43 eV.

# 6
C13H6BrIrN3O8Se3Te | ωB97M-V/def2-TZVPD

Structure (XYZ):
```
36
Properties=species:S:1:pos:R:3:lowdin_charge:R:1
Ir 0.70 -0.91 2.61 0.82
Te -0.93 -3.12 5.55 0.48
Br -2.04 1.22 1.63 0.82
Se 1.40 -3.39 2.31 0.36
Se 0.63 -4.60 4.07 -0.06
Se -0.86 -0.85 4.65 -0.05
O -0.96 -2.76 -6.14 0.09
O -2.42 1.90 -2.40 0.09
O 0.26 -4.00 -4.88 0.10
O 3.93 1.70 3.47 0.08
O -2.85 1.30 -4.42 0.10
O 2.64 -0.08 3.22 -0.18
O 0.07 -0.78 0.49 -0.22
O 1.04 -2.69 -0.13 -0.12
N -0.41 -3.02 -5.10 -0.36
N -2.33 1.14 -3.34 -0.36
N 0.55 1.45 2.48 -0.04
C -0.95 -0.29 -1.93 0.08
C 0.38 -1.68 -0.34 -0.63
C -1.53 -0.05 -3.17 -0.11
C 1.68 2.06 2.82 -0.16
C -0.59 -2.08 -4.00 -0.11
C 1.79 3.45 2.84 0.02
C 2.88 1.16 3.21 -0.62
C -1.37 -0.95 -4.21 0.10
C -0.49 3.56 2.10 -0.09
C -0.18 -1.43 -1.73 -0.08
C -0.49 2.17 2.12 -0.71
C 0.01 -2.33 -2.77 0.09
C 0.68 4.20 2.49 -0.03
H -1.84 -0.77 -5.17 0.13
H 2.73 3.89 3.13 0.12
H -1.10 0.41 -1.12 0.09
H -1.37 4.11 1.80 0.11
H 0.72 5.28 2.51 0.11
H 0.62 -3.22 -2.63 0.14
```

As for the expectation value of S²: 8.77. Its multiplicity is 6. The net charge is 0. The calculation puts the HOMO-LUMO gap (spin up / spin down) at 6.18 / 5.69 eV.

# 7
C2H10N6 | ωB97M-V/def2-TZVPD

Structure (XYZ):
```
18
Properties=species:S:1:pos:R:3:lowdin_charge:R:1
N -0.23 -2.15 0.37 -0.01
N -1.21 1.23 -0.22 -0.13
N -2.35 1.94 0.23 -0.04
N 2.45 -0.90 -0.33 0.08
N 1.40 1.22 -0.54 0.05
N -0.24 -0.87 -0.24 -0.15
C -1.24 -0.05 0.07 -0.27
C 1.49 0.01 0.06 -0.38
H -2.09 -0.45 0.65 0.12
H 1.57 1.17 -1.54 0.09
H 0.37 1.60 -0.39 0.07
H 2.55 -0.98 -1.34 0.09
H -0.76 -2.17 1.25 0.06
H -0.67 -2.81 -0.26 0.07
H -2.29 2.16 1.23 0.06
H -2.42 2.83 -0.25 0.06
H 1.36 0.03 1.14 0.13
H 2.31 -1.81 0.09 0.08
```

The energy above the lowest of the compared OMol25 structures with the same formula, charge and spin is 3.474 eV. Its multiplicity is 1. The net charge is 0. The calculation puts the HOMO-LUMO gap at 8.61 eV.

# 8
C38H32BN11O3V | ωB97M-V/def2-TZVPD

Structure (XYZ):
```
86
Properties=species:S:1:pos:R:3:lowdin_charge:R:1
V -0.46 0.39 -0.28 0.95
O -2.22 1.43 -0.17 -0.17
O -4.94 1.82 0.73 -0.07
O 0.98 1.74 -0.39 -0.17
N 1.97 -0.02 0.92 0.09
N -3.97 -1.47 3.61 0.08
N 0.58 1.70 -2.65 0.12
N 0.45 -2.60 1.77 0.10
N -2.04 -1.27 -0.08 0.05
N -0.65 1.22 -2.15 -0.08
N -0.70 -2.92 2.40 -0.01
N -0.59 0.41 1.82 -0.02
N -2.52 -1.84 1.06 0.04
N -1.20 -0.39 2.72 0.06
N -2.77 -2.10 3.59 -0.03
C 4.68 0.48 1.00 -0.09
C -1.27 0.23 3.91 -0.06
C 0.43 -4.81 2.24 -0.08
C -3.67 -2.60 5.55 -0.08
C -1.66 1.45 -2.89 -0.06
C -4.03 1.66 1.82 -0.06
C 4.46 3.24 -3.34 -0.09
C 2.21 -2.93 -2.88 -0.11
C 2.69 2.53 -1.87 -0.13
C 2.79 -2.21 -1.85 -0.06
C -2.90 -1.61 -1.03 -0.14
C 0.87 -2.69 -3.18 -0.10
C 2.05 -1.26 -1.12 -0.18
C -4.56 1.65 -0.56 -0.21
C -0.27 1.53 2.46 -0.18
C -4.09 1.41 -3.32 -0.08
C 3.45 2.90 -0.78 -0.03
C 1.14 -3.73 1.68 -0.16
C -5.38 1.50 -2.86 -0.11
C -5.59 1.62 -1.48 -0.02
C -3.93 -2.42 -0.53 -0.04
C 3.86 0.92 2.04 -0.07
C -3.22 1.48 -1.00 -0.28
C -3.02 1.40 -2.40 -0.16
C -0.68 1.48 3.79 -0.05
C 2.50 0.65 1.93 -0.13
C 1.34 1.94 -1.63 -0.43
C 4.72 3.45 -0.96 -0.09
C 2.75 -0.49 -0.05 -0.23
C 0.68 -1.03 -1.36 -0.13
C -3.64 -2.53 0.81 -0.08
C -0.75 -4.25 2.68 -0.11
C 4.13 -0.21 -0.06 -0.02
C 0.16 -1.77 -2.43 -0.12
C -4.51 -1.77 4.78 -0.17
C -2.57 -2.78 4.75 -0.11
C 5.22 3.62 -2.24 -0.11
C 3.19 2.70 -3.16 -0.03
B -1.78 -1.82 2.43 -0.63
H 0.72 -5.85 2.31 0.08
H -3.72 0.62 1.93 0.07
H -0.87 -1.62 -2.71 0.06
H 3.05 2.74 0.22 0.10
H -4.77 -2.83 -1.07 0.09
H -4.15 -3.06 1.59 0.12
H -3.15 2.29 1.71 0.08
H -4.60 1.95 2.70 0.09
H -1.62 -4.72 3.11 0.11
H -1.47 1.84 -3.89 0.13
H 2.11 -3.72 1.20 0.10
H 4.74 -0.49 -0.90 0.11
H -6.60 1.69 -1.08 0.11
H 4.85 3.36 -4.34 0.09
H -2.79 -1.26 -2.04 0.10
H 4.25 1.46 2.89 0.10
H 6.21 4.04 -2.38 0.09
H -1.73 -0.24 4.76 0.12
H 0.23 2.32 1.92 0.12
H -1.64 -3.29 4.95 0.11
H 0.39 -3.23 -3.99 0.09
H -0.58 2.23 4.55 0.09
H 1.80 1.01 2.69 0.09
H -3.87 1.36 -4.38 0.10
H 2.59 2.39 -4.00 0.11
H -6.22 1.49 -3.54 0.09
H 5.74 0.71 1.01 0.10
H -3.83 -3.00 6.54 0.08
H 5.31 3.73 -0.10 0.10
H 2.78 -3.67 -3.43 0.09
H -5.49 -1.38 5.03 0.09
H 3.82 -2.40 -1.59 0.09
```

As for the expectation value of S²: 2.02. The energy above the lowest of the compared OMol25 structures with the same formula, charge and spin is 1.351 eV. Its multiplicity is 3. The net charge is -1. The calculation puts the HOMO-LUMO gap (spin up / spin down) at 7.06 / 7.44 eV.

# 9
C2H7S | ωB97M-V/def2-TZVPD

Structure (XYZ):
```
10
Properties=species:S:1:pos:R:3:lowdin_charge:R:1
S -3.21 1.70 -2.97 0.31
C 0.83 -1.07 1.02 -0.17
C 0.85 0.20 0.16 -0.18
H 1.35 0.02 -0.79 0.06
H -3.40 1.66 -1.65 -0.31
H 0.08 -1.75 0.63 0.06
H 1.35 1.07 0.61 0.06
H 1.80 -1.57 0.98 0.06
H 0.53 -0.77 2.02 0.06
H -0.17 0.51 -0.04 0.05
```

As for the expectation value of S²: 0.75. The energy above the lowest of the compared OMol25 structures with the same formula, charge and spin is 0.192 eV. Its multiplicity is 2. The net charge is 0. The calculation puts the HOMO-LUMO gap (spin up / spin down) at 11.12 / 7.20 eV.

# 10
C5H4N2O2 | ωB97M-V/def2-TZVPD

Structure (XYZ):
```
13
Properties=species:S:1:pos:R:3:lowdin_charge:R:1
O -0.79 0.64 1.95 -0.02
O -1.68 1.19 0.09 0.02
N 3.08 -0.10 0.98 0.19
N -1.02 0.16 0.84 -0.32
C 2.26 0.21 0.23 -0.24
C 1.37 0.74 -0.67 -0.12
C -0.53 -2.10 -0.18 0.12
C 0.57 1.28 -1.44 0.18
C -0.65 -0.90 0.31 -0.06
H -0.17 1.91 -1.73 0.03
H -1.37 2.03 0.47 0.12
H 0.29 -2.32 -0.72 0.04
H -1.35 -2.75 -0.14 0.06
```

The energy above the lowest of the compared OMol25 structures with the same formula, charge and spin is 8.907 eV. Its multiplicity is 1. The net charge is 0. The calculation puts the HOMO-LUMO gap at 9.39 eV.

> Which of these has the highest multiplicity?

C13H6BrIrN3O8Se3Te

> The highest net charge belongs to which entry?

C12H9AgN5SSe